This record from the Open Molecules 2025 dataset describes an isolated molecule of C21H26FN3O4S in a non-equilibrium geometry. The level of theory is ωB97M-V with the def2-TZVPD basis set.

Its total energy is -48411.56275 eV. Its HOMO-LUMO gap is 8.4 eV. The value obtained for the energy relative to the best compared isomer or geometry (same formula, charge and spin) is 14.3 kcal/mol. The value obtained for the HOMO energy is -7.86 eV.

Each line ends with the Mulliken charge.
Positions of all 56 atoms, in Å:
C1 3.6546 3.7091 -1.1064  -1.09
H1 3.3728 3.9678 -0.0897  0.30
H2 4.7059 3.9467 -1.2507  0.31
H3 3.0653 4.2991 -1.8037  0.41
C2 3.3960 2.2215 -1.3379  -0.60
N1 4.0855 1.3447 -0.4197  0.31
S1 3.3507 1.1928 1.0730  1.37
O1 4.2441 0.4652 1.9263  -0.73
O2 2.8430 2.4495 1.5609  -0.75
C3 1.9554 0.1661 0.6520  -0.66
C4 2.1566 -1.0964 0.1261  -1.24
C5 1.0712 -1.8957 -0.1593  -0.78
C6 -0.2494 -1.4636 0.0597  1.14
C7 -0.4261 -0.1318 0.5064  -0.07
C8 0.6747 0.6465 0.8288  -0.03
H4 0.5525 1.6525 1.2021  0.53
N2 -1.7002 0.4659 0.6136  0.00
C9 -2.6450 0.4518 -0.3751  0.52
O3 -2.5515 -0.2130 -1.3839  -0.58
C10 -3.8471 1.2910 -0.0828  0.11
C11 -5.0716 0.8408 -0.5717  -0.54
C12 -6.2289 1.5627 -0.3571  -0.58
C13 -6.1436 2.7554 0.3400  0.34
C14 -4.9377 3.2421 0.8131  -0.73
C15 -3.7885 2.5029 0.5999  -0.30
H5 -2.8457 2.9044 0.9424  0.51
H6 -4.9090 4.1862 1.3335  0.44
F1 -7.2637 3.4696 0.5564  -0.32
H7 -7.1840 1.2214 -0.7230  0.44
H8 -5.0961 -0.0852 -1.1252  0.41
H9 -1.7791 1.1792 1.3244  0.27
N3 -1.3209 -2.2851 -0.1665  0.39
C16 -2.4071 -2.4132 0.7790  -0.61
H10 -2.4157 -1.5812 1.4798  0.41
C17 -2.2387 -3.7260 1.5617  -0.77
H11 -3.0909 -3.8919 2.2227  0.37
O4 -2.1860 -4.8414 0.7039  -0.42
C18 -1.1199 -4.7281 -0.2142  -0.38
H12 -1.1776 -5.6088 -0.8556  0.37
C19 -1.2538 -3.4382 -1.0336  -1.11
H13 -0.4389 -3.3318 -1.7466  0.59
H14 -2.1972 -3.4756 -1.5906  0.33
H15 -0.1617 -4.7332 0.3286  0.31
H16 -1.3164 -3.6706 2.1625  0.34
H17 -3.3555 -2.4359 0.2309  0.28
H18 1.2457 -2.8940 -0.5274  0.40
H19 3.1642 -1.4476 -0.0238  0.43
C20 5.5375 1.3001 -0.4489  -0.59
C21 6.0204 -0.1445 -0.5119  -1.25
H20 5.7175 -0.6623 0.3931  0.27
H21 5.5908 -0.6467 -1.3757  0.30
H22 7.1045 -0.1709 -0.5892  0.44
H23 5.8815 1.8489 -1.3284  0.51
H24 5.9442 1.7820 0.4458  0.31
H25 3.6819 1.9367 -2.3562  0.43
H26 2.3309 2.0100 -1.2116  0.24



This record from the Open Molecules 2025 dataset describes a structure of composition C21H26FN4OReSe in a non-equilibrium geometry. The level of theory is ωB97M-V with the def2-TZVPD basis set.

Its total energy is -100392.80712 eV. Its HOMO-LUMO gap (alpha / beta) is 6.2 / 6.7 eV. As for the expectation value of S²: 0.81. Its total charge is +1. As for the multiplicity: 2. The value obtained for the HOMO energy (alpha / beta) is -10.29 / -10.41 eV.

Each line ends with the Löwdin spin population.
Positions of all 55 atoms, in Å:
Re1 -0.0212 -0.5126 -0.0456  0.99
C1 -1.5107 3.8043 1.9409  0.00
C2 -0.7171 2.5863 2.2919  0.00
C3 0.6643 2.6668 2.4715  0.01
C4 1.4077 1.5493 2.8077  0.00
C5 0.7858 0.3189 2.9679  0.03
C6 -0.5965 0.2219 2.7949  0.03
C7 -1.3417 1.3588 2.4755  0.03
H1 -1.0939 4.2855 1.0564  0.00
H2 -1.4725 4.5246 2.7547  0.00
H3 -2.5501 3.5539 1.7469  0.00
H4 1.1545 3.6215 2.3547  0.00
H5 2.4699 1.6443 2.9700  0.00
H6 1.3598 -0.5415 3.2785  0.00
H7 -1.1138 -0.7043 3.0211  0.00
H8 -2.4151 1.2782 2.3835  0.00
N1 -0.1290 -2.2800 0.8992  0.01
C8 -0.5035 -3.1809 1.5373  0.00
N2 -0.9120 -4.1538 2.2638  0.00
C9 -1.2369 -5.4712 1.7310  0.00
C10 -2.6458 -5.8544 2.2085  0.00
O1 -2.7366 -5.7857 3.6099  0.00
C11 -2.5185 -4.4739 4.0636  0.00
C12 -1.0999 -4.0108 3.7028  0.00
H9 -0.5068 -6.1892 2.1204  0.00
H10 -1.1897 -5.4526 0.6407  0.00
H11 -2.8760 -6.8822 1.9224  0.00
H12 -3.3794 -5.1732 1.7504  0.00
H13 -2.6419 -4.4899 5.1467  0.00
H14 -3.2626 -3.7934 3.6215  0.00
H15 -0.3749 -4.6523 4.2160  0.00
H16 -0.9430 -2.9742 4.0031  0.00
F1 1.8423 -0.6223 -0.5715  0.06
C13 -0.2221 3.8010 -3.4056  0.00
N3 0.8706 2.8733 -3.3048  0.00
C14 1.0675 1.9855 -2.3138  0.00
Se1 -0.0483 1.8545 -0.8104  0.00
N4 2.1898 1.2864 -2.5668  0.00
C15 2.7280 1.7062 -3.7625  0.00
C16 3.8355 1.3017 -4.4956  0.00
C17 4.0533 1.9312 -5.7071  0.00
C18 3.2132 2.9440 -6.1739  0.00
C19 2.1198 3.3674 -5.4426  0.00
C20 1.8821 2.7288 -4.2320  0.00
H17 -1.0271 3.4718 -2.7477  0.00
H18 -0.5812 3.8397 -4.4332  0.00
H19 0.0968 4.7990 -3.1033  0.00
H20 2.5221 0.5239 -1.9824  0.00
H21 4.4839 0.5154 -4.1453  0.00
H22 4.8922 1.6258 -6.3118  0.00
H23 3.4292 3.3993 -7.1297  0.00
H24 1.4744 4.1498 -5.8036  0.00
C21 -1.9165 -0.7128 -0.5684  -0.13
H25 -2.5325 0.0670 -1.0213  -0.01
H26 -2.4264 -1.6749 -0.6744  -0.01